1.
An isolated molecule of C6H9NO2 at a distorted geometry. Source: OMol25; level of theory: ωB97M-V/def2-TZVPD.

Summary:
* multiplicity: 1
* SMILES: CC(=O)/C=C(/N)C(C)=O
* highest occupied orbital energy: -8.65 eV
* LUMO energy: -0.69 eV
* frontier orbital gap: 7.959 eV
* net charge: 0

Last column: Löwdin charge in e.
Element x y z (Å)
C1 0.829 0.056 2.285  -0.0228
C2 0.091 -0.701 1.209  -0.3923
O1 -0.032 -1.909 1.224  0.0786
C3 -1.298 0.256 0.520  0.0854
C4 -0.922 0.644 -0.665  -0.3477
N1 -1.318 1.539 -1.614  0.1221
C5 0.525 0.046 -0.749  -0.4405
C6 0.563 -1.225 -1.583  0.0012
O2 1.460 0.868 -0.716  0.0746
H1 0.268 -0.007 3.219  0.0930
H2 1.813 -0.396 2.427  0.0907
H3 0.974 1.099 2.002  0.0804
H4 -2.125 0.149 1.195  0.0885
H5 -0.530 1.970 -2.090  0.1061
H6 -2.033 2.196 -1.328  0.1036
H7 1.469 -1.773 -1.320  0.0935
H8 -0.298 -1.860 -1.378  0.0886
H9 0.565 -0.952 -2.640  0.0971

=====

2.
A 2-piece molecular cluster, C11H14BNO5 overall. Source: OMol25; level of theory: ωB97M-V/def2-TZVPD.

Summary:
* multiplicity: 1
* SMILES: O=C1c2ccccc2C(=O)N1CB(O)O.CCO
* highest occupied orbital energy: -9.97 eV
* LUMO energy: -0.44 eV
* frontier orbital gap: 9.522 eV
* net charge: 0

Last column: Löwdin charge in e.
Element x y z (Å)
O1 0.960 -0.023 1.203  0.1415
C1 0.552 0.766 0.388  -0.3512
C2 -0.072 0.473 -0.931  -0.0745
C3 -0.093 -0.684 -1.683  0.0007
C4 -0.776 -0.633 -2.892  -0.0469
C5 -1.426 0.534 -3.309  -0.0529
C6 -1.388 1.697 -2.548  0.0074
C7 -0.691 1.642 -1.356  -0.0824
C8 -0.430 2.701 -0.345  -0.3493
O2 -0.917 3.794 -0.272  0.1490
N1 0.516 2.165 0.587  0.0240
C9 1.828 2.832 0.675  -0.0108
B1 2.699 2.251 1.897  -0.6230
O3 3.882 1.600 1.636  0.1648
O4 2.294 2.450 3.192  0.1673
H1 0.413 -1.575 -1.347  0.1150
H2 -0.803 -1.524 -3.504  0.1116
H3 -1.965 0.531 -4.247  0.1068
H4 -1.882 2.605 -2.863  0.1233
H5 2.366 2.702 -0.274  0.1240
H6 1.670 3.900 0.823  0.1269
H7 3.749 0.970 0.922  0.1014
H8 1.404 2.103 3.310  0.1086
C10 -1.538 -4.091 1.858  -0.0894
C11 -0.829 -3.054 1.008  -0.3192
O5 -1.395 -2.960 -0.303  -0.0970
H9 -1.498 -5.070 1.378  0.0754
H10 -1.079 -4.166 2.845  0.0756
H11 -2.590 -3.828 1.989  0.0727
H12 0.217 -3.324 0.866  0.1143
H13 -0.858 -2.074 1.493  0.1010
H14 -2.318 -2.709 -0.198  0.0854

=====

3.
An isolated molecule of F2H2Si at a distorted geometry. Source: OMol25; level of theory: ωB97M-V/def2-TZVPD.

Summary:
* multiplicity: 1
* SMILES: F[SiH2]F
* highest occupied orbital energy: -10.96 eV
* LUMO energy: 0.40 eV
* frontier orbital gap: 11.363 eV
* net charge: 0

Last column: Löwdin charge in e.
Element x y z (Å)
F1 -0.734 -1.441 0.317  -0.1866
Si1 0.105 -0.145 -0.036  0.4495
F2 0.756 0.131 -1.475  -0.1995
H1 0.856 0.447 1.160  -0.0314
H2 -0.982 1.008 0.034  -0.0319

=====

4.
C69H55IN3OP2PdS2Sb as an isolated structure. Source: OMol25; level of theory: ωB97M-V/def2-TZVPD.

Summary:
* multiplicity: 1
* highest occupied orbital energy: -12.59 eV
* LUMO energy: -5.89 eV
* frontier orbital gap: 6.697 eV
* net charge: +2

Last column: Löwdin charge in e.
Element x y z (Å)
Pd1 0.073 -0.706 -0.219  0.3764
O1 0.091 -2.419 2.863  -0.0442
C1 -1.112 -3.081 2.990  -0.2608
C2 -1.550 -3.595 4.205  -0.0070
C3 -2.723 -4.326 4.242  -0.0373
C4 -3.448 -4.555 3.079  -0.0452
C5 -3.036 -3.980 1.892  -0.0716
C6 -1.875 -3.202 1.836  -0.2794
P1 -1.605 -2.277 0.287  1.0278
C7 -3.255 -1.481 0.175  -0.3839
C8 -3.882 -1.161 -1.025  -0.1498
C9 -5.106 -0.508 -1.039  -0.0650
C10 -5.722 -0.159 0.150  -0.0665
C11 -5.101 -0.455 1.355  -0.0661
C12 -3.882 -1.109 1.369  -0.1251
C13 -1.455 -3.678 -0.867  -0.3601
C14 -0.445 -4.583 -0.537  -0.1070
C15 -0.226 -5.707 -1.310  -0.0699
C16 -1.005 -5.934 -2.440  -0.0629
C17 -2.009 -5.040 -2.773  -0.0560
C18 -2.241 -3.918 -1.985  -0.0766
C19 1.257 -3.154 2.952  -0.2476
C20 1.419 -4.286 3.739  0.0122
C21 2.681 -4.847 3.853  -0.0409
C22 3.772 -4.283 3.211  -0.0554
C23 3.584 -3.193 2.382  -0.0695
C24 2.312 -2.648 2.197  -0.2600
P2 2.049 -1.245 1.082  1.1063
C25 2.360 0.131 2.229  -0.3446
C26 1.265 0.602 2.949  -0.1424
C27 1.435 1.566 3.930  -0.0629
C28 2.700 2.061 4.206  -0.0583
C29 3.800 1.567 3.518  -0.0562
C30 3.636 0.597 2.542  -0.0761
C31 3.447 -1.404 -0.069  -0.3610
C32 3.682 -2.656 -0.637  -0.1233
C33 4.704 -2.837 -1.553  -0.0608
C34 5.515 -1.768 -1.911  -0.0413
C35 5.286 -0.516 -1.360  -0.0434
C36 4.252 -0.334 -0.454  -0.1102
H1 -0.978 -3.415 5.103  0.1315
H2 -3.068 -4.731 5.184  0.1194
H3 -4.346 -5.155 3.103  0.1171
H4 -3.635 -4.112 1.000  0.1247
H5 -3.425 -1.399 -1.968  0.0085
H6 -5.577 -0.280 -1.987  0.1142
H7 -6.682 0.341 0.146  0.1140
H8 -5.560 -0.161 2.291  0.1133
H9 -3.411 -1.302 2.323  0.1111
H10 0.167 -4.422 0.346  0.1042
H11 0.547 -6.411 -1.032  0.1147
H12 -0.838 -6.815 -3.045  0.1146
H13 -2.633 -5.221 -3.637  0.1149
H14 -3.060 -3.267 -2.248  0.0879
H15 0.591 -4.722 4.272  0.1079
H16 2.810 -5.722 4.475  0.1191
H17 4.761 -4.699 3.341  0.1157
H18 4.434 -2.782 1.856  0.1124
H19 0.273 0.217 2.751  0.0331
H20 0.576 1.920 4.485  0.1116
H21 2.834 2.813 4.973  0.1130
H22 4.793 1.925 3.752  0.1134
H23 4.512 0.196 2.055  0.1031
H24 3.078 -3.508 -0.344  0.1071
H25 4.880 -3.818 -1.973  0.1154
H26 6.326 -1.912 -2.612  0.1166
H27 5.912 0.324 -1.627  0.0895
H28 4.085 0.658 -0.052  0.1000
S1 3.846 4.201 -2.719  1.0195
C37 2.880 2.882 -2.012  -0.4863
C38 2.779 1.644 -2.634  -0.0493
C39 2.077 0.635 -2.013  -0.1897
N1 1.433 0.803 -0.845  -0.1012
C40 1.514 2.005 -0.254  -0.1469
C41 2.226 3.055 -0.801  -0.0401
C42 5.428 3.373 -2.616  -0.5205
C43 6.160 3.398 -1.440  -0.0750
C44 7.368 2.713 -1.404  -0.1401
N2 7.867 2.044 -2.436  0.0731
C45 7.170 2.055 -3.567  -0.1369
C46 5.950 2.699 -3.711  -0.0824
H29 3.271 1.449 -3.576  0.1217
H30 2.037 -0.360 -2.433  0.0910
H31 1.003 2.121 0.690  0.0510
H32 2.268 3.996 -0.269  0.1174
H33 5.804 3.933 -0.570  0.1103
H34 7.964 2.710 -0.498  0.1144
H35 7.608 1.524 -4.405  0.1148
H36 5.436 2.692 -4.663  0.1092
S2 -1.436 1.178 0.985  0.1630
Sb1 -2.907 2.852 0.534  1.3367
C47 -4.464 2.848 1.938  -0.3581
C48 -5.775 3.222 1.682  -0.1167
C49 -6.720 3.171 2.695  -0.0625
C50 -6.355 2.748 3.966  -0.0591
C51 -5.044 2.380 4.225  -0.0683
C52 -4.099 2.426 3.213  -0.1438
C53 -3.480 2.981 -1.482  -0.3569
C54 -4.778 3.098 -1.964  -0.1074
C55 -5.002 3.229 -3.327  -0.0590
C56 -3.936 3.249 -4.212  -0.0563
C57 -2.636 3.144 -3.738  -0.1135
C58 -2.410 3.013 -2.376  -0.2281
C59 -1.774 4.604 0.804  -0.3528
C60 -1.895 5.679 -0.067  -0.1130
C61 -1.097 6.802 0.104  -0.0660
C62 -0.181 6.848 1.144  -0.0662
C63 -0.056 5.772 2.013  -0.0742
C64 -0.846 4.647 1.841  -0.1387
H37 -6.085 3.573 0.706  0.0882
H38 -7.739 3.472 2.495  0.1143
H39 -7.092 2.714 4.757  0.1147
H40 -4.756 2.059 5.217  0.1129
H41 -3.082 2.108 3.416  0.0811
H42 -5.630 3.081 -1.298  0.0867
H43 -6.014 3.322 -3.698  0.1155
H44 -4.118 3.356 -5.273  0.1156
H45 -1.801 3.175 -4.425  0.1080
H46 -1.390 2.975 -2.001  0.0805
H47 -2.608 5.653 -0.883  0.1007
H48 -1.195 7.642 -0.570  0.1128
H49 0.433 7.727 1.282  0.1124
H50 0.654 5.814 2.828  0.1090
H51 -0.726 3.798 2.504  0.0782
I1 -1.157 -0.063 -3.029  1.2007
C65 -0.026 -1.689 -3.711  -0.7440
C66 -0.085 -2.069 -5.041  -0.1091
C67 0.676 -3.165 -5.414  -0.0395
C68 1.437 -3.814 -4.453  -0.0338
C69 1.413 -3.336 -3.153  -0.1311
N3 0.695 -2.273 -2.779  -0.0003
H52 -0.699 -1.537 -5.752  0.1023
H53 0.670 -3.509 -6.439  0.1210
H54 2.038 -4.678 -4.701  0.1165
H55 1.983 -3.821 -2.375  0.0913

=====

5.
C38H36AsN2O7PS5V as an isolated structure at a distorted geometry. Source: OMol25; level of theory: ωB97M-V/def2-TZVPD.

Summary:
* multiplicity: 4
* highest occupied orbital energy (spin up / spin down): -0.11 / -1.99 eV
* LUMO energy (spin up / spin down): 3.97 / 3.96 eV
* frontier orbital gap (spin up / spin down): 4.086 / 5.953 eV
* net charge: -2

Last column: Löwdin charge in e.
Element x y z (Å)
V1 0.409 -0.001 -0.951  0.2363
O1 -0.508 4.217 -0.413  0.0606
C1 0.009 4.349 0.827  -0.2581
C2 -0.074 5.590 1.446  -0.0312
C3 0.431 5.786 2.724  -0.1115
C4 1.050 4.733 3.387  -0.1237
C5 1.152 3.496 2.780  -0.0430
C6 0.631 3.273 1.499  -0.0746
C7 0.693 1.958 0.892  -0.4394
O2 0.197 1.725 -0.286  -0.2857
N1 1.281 0.964 1.548  -0.0046
N2 1.283 -0.175 0.829  -0.2364
C8 1.749 -1.191 1.512  -0.8294
S1 2.292 -2.718 0.848  1.0014
C9 3.283 -3.148 2.327  -0.5021
C10 2.588 -2.587 3.545  -0.5336
S2 2.210 -0.838 3.189  0.9005
H1 -0.416 3.264 -0.664  0.0799
H2 -0.552 6.394 0.899  0.1069
H3 0.338 6.756 3.199  0.0868
H4 1.449 4.881 4.384  0.0871
H5 1.632 2.666 3.279  0.1090
H6 4.271 -2.704 2.195  0.0683
H7 3.367 -4.236 2.356  0.0693
H8 3.229 -2.616 4.427  0.0641
H9 1.651 -3.109 3.739  0.0463
O3 -2.417 -1.628 -2.150  -0.3616
S3 -3.497 -0.659 -2.082  0.3698
O4 -4.455 -0.698 -3.167  -0.3518
O5 -3.061 0.698 -1.718  -0.4489
C11 -4.331 -1.153 -0.587  -0.2431
C12 -5.605 -1.690 -0.540  -0.0694
C13 -6.166 -2.036 0.675  -0.1082
C14 -5.464 -1.798 1.842  -0.1011
C15 -4.191 -1.258 1.808  -0.0895
C16 -3.570 -0.953 0.593  -0.2728
P1 -1.764 -0.383 0.620  1.1763
C17 -1.328 -1.844 1.678  -0.3353
C18 -1.419 -1.961 3.065  -0.1134
C19 -1.153 -3.172 3.686  -0.1090
C20 -0.788 -4.281 2.935  -0.1206
C21 -0.698 -4.176 1.555  -0.1011
C22 -0.973 -2.970 0.931  -0.1072
C23 -2.089 0.984 1.809  -0.3252
C24 -3.091 1.885 1.434  -0.0728
C25 -3.364 3.004 2.201  -0.0825
C26 -2.642 3.249 3.359  -0.1017
C27 -1.637 2.373 3.732  -0.0969
C28 -1.352 1.255 2.959  -0.1111
H10 -6.143 -1.835 -1.468  0.1040
H11 -7.146 -2.495 0.719  0.0894
H12 -5.913 -2.046 2.797  0.0909
H13 -3.670 -1.068 2.737  0.0931
H14 -1.688 -1.107 3.670  0.0860
H15 -1.236 -3.251 4.764  0.0948
H16 -0.576 -5.223 3.429  0.0905
H17 -0.395 -5.030 0.963  0.1047
H18 -0.901 -2.881 -0.149  0.1040
H19 -3.621 1.711 0.506  0.1008
H20 -4.134 3.699 1.885  0.0969
H21 -2.843 4.133 3.953  0.0925
H22 -1.042 2.577 4.613  0.0994
H23 -0.520 0.627 3.242  0.0785
O6 1.186 -3.504 -2.627  0.0194
C29 1.580 -2.420 -2.196  -0.6272
O7 0.849 -1.564 -1.587  -0.2696
C30 3.037 -2.060 -2.325  -0.1824
C31 3.899 -3.100 -2.680  -0.0539
C32 5.266 -2.926 -2.767  -0.1258
C33 5.806 -1.678 -2.470  -0.1259
C34 4.973 -0.633 -2.119  -0.1525
C35 3.580 -0.787 -2.043  -0.5823
S4 2.662 0.662 -1.672  0.6787
H24 3.441 -4.060 -2.879  0.1059
H25 5.907 -3.751 -3.059  0.0796
H26 6.880 -1.526 -2.514  0.0839
H27 5.386 0.344 -1.900  0.0820
C36 0.223 0.372 -6.178  -0.2813
As1 0.937 1.190 -4.533  0.7603
C37 2.849 0.841 -4.887  -0.2770
C38 0.891 3.109 -4.984  -0.2738
S5 -0.539 0.851 -3.063  0.3667
H28 0.655 0.783 -7.091  0.0179
H29 -0.858 0.501 -6.175  0.0208
H30 0.437 -0.696 -6.116  0.0298
H31 3.054 1.062 -5.936  0.0245
H32 3.077 -0.201 -4.668  0.0237
H33 3.448 1.467 -4.231  -0.0001
H34 1.362 3.332 -5.942  0.0187
H35 1.402 3.643 -4.182  0.0276
H36 -0.153 3.420 -4.991  0.0208

=====

6.
A 9-piece molecular cluster, C14H46O16 overall at a distorted geometry. Source: OMol25; level of theory: ωB97M-V/def2-TZVPD.

Summary:
* multiplicity: 1
* SMILES: OCCO.OCCO.OCCO.OCCO.OCCO.OCCO.OCCO.O.O
* highest occupied orbital energy: -9.40 eV
* LUMO energy: -0.65 eV
* frontier orbital gap: 8.751 eV
* net charge: 0

Last column: Löwdin charge in e.
Element x y z (Å)
O1 -17.352 2.589 17.563  -0.0382
C1 -16.811 2.539 18.859  -0.2596
C2 -15.399 1.990 18.814  -0.2006
O2 -14.562 2.941 18.103  -0.1021
H1 -16.903 3.298 17.087  0.0694
H2 -16.813 3.467 19.440  0.1124
H3 -17.361 1.828 19.485  0.1241
H4 -15.338 1.016 18.329  0.1260
H5 -15.002 1.883 19.828  0.1193
H6 -14.517 2.544 17.219  0.0496
O3 -15.256 6.321 18.871  -0.0838
C3 -13.889 6.628 19.096  -0.2330
C4 -13.286 5.848 20.253  -0.2369
O4 -12.963 4.484 19.993  -0.0762
H7 -15.403 5.772 18.095  0.0374
H8 -13.352 6.331 18.190  0.1138
H9 -13.823 7.686 19.351  0.1185
H10 -14.036 5.829 21.050  0.1171
H11 -12.376 6.332 20.598  0.1160
H12 -13.712 3.970 19.664  0.0416
O5 -21.583 8.616 14.136  -0.0515
C5 -20.227 8.184 14.152  -0.2595
C6 -19.364 8.418 12.915  -0.2349
O6 -19.240 9.805 12.641  -0.0669
H13 -22.046 7.942 13.625  0.0878
H14 -19.705 8.618 15.007  0.1155
H15 -20.231 7.107 14.375  0.1130
H16 -19.772 7.821 12.093  0.1225
H17 -18.350 8.133 13.197  0.0940
H18 -20.100 10.128 12.347  0.0930
O7 -12.094 4.103 15.641  -0.0662
C7 -12.139 2.673 15.444  -0.2002
C8 -13.281 2.301 14.532  -0.2122
O8 -14.547 2.576 15.136  -0.0736
H19 -12.419 4.485 14.819  0.0497
H20 -11.222 2.435 14.892  0.1195
H21 -12.133 2.145 16.393  0.1272
H22 -13.307 1.233 14.325  0.1301
H23 -13.201 2.911 13.624  0.1150
H24 -14.837 3.464 14.886  0.0446
O9 -20.038 6.414 19.180  -0.0524
C9 -18.842 5.849 18.666  -0.2365
C10 -18.754 5.783 17.149  -0.2304
O10 -19.785 4.973 16.593  -0.0585
H25 -20.806 6.180 18.654  0.0693
H26 -18.040 6.498 19.029  0.1160
H27 -18.670 4.880 19.146  0.1100
H28 -17.734 5.521 16.875  0.0957
H29 -18.969 6.784 16.756  0.1102
H30 -20.651 5.336 16.783  0.0711
O11 -14.804 5.294 16.192  -0.0875
C11 -14.757 6.130 15.043  -0.2032
C12 -15.920 5.845 14.111  -0.2062
O12 -15.690 4.667 13.361  -0.1000
H31 -13.901 4.986 16.378  0.0674
H32 -14.748 7.181 15.358  0.1258
H33 -13.828 5.984 14.480  0.1068
H34 -16.081 6.726 13.476  0.1145
H35 -16.856 5.802 14.670  0.1194
H36 -14.867 4.803 12.847  0.0432
O13 -14.920 10.184 14.633  -0.0967
C13 -16.301 10.462 14.265  -0.2034
C14 -16.297 11.525 13.161  -0.2484
O14 -16.072 12.790 13.752  -0.0571
H37 -14.558 9.607 13.959  0.0657
H38 -16.615 9.527 13.786  0.0905
H39 -16.880 10.707 15.147  0.1278
H40 -17.344 11.544 12.849  0.1041
H41 -15.671 11.220 12.320  0.1213
H42 -15.233 12.764 14.228  0.0850
O15 -13.587 5.509 11.775  -0.0262
H43 -12.698 5.457 12.150  0.0630
H44 -13.461 5.384 10.826  0.0765
O16 -16.356 2.783 11.508  -0.0691
H45 -16.511 3.232 12.365  0.0220
H46 -15.436 2.962 11.303  0.0090

=====

ΔE to the lowest compared entry with this formula, charge and spin values, unit eV, following the record order: 3.681; 1.173; 0.815; 0.000; 2.656; 1.339.